[1]
DFT (ωB97M-V/def2-TZVPD) results for a structure of composition C29H33CdCl5N6OS in a non-equilibrium geometry.

XYZ file:
```
76
C29H33CdCl5N6OS ωB97M-V/def2-TZVPD
Cd -0.595 1.811 0.248
Cl 2.104 0.521 0.832
C 1.992 1.747 1.869
C 1.015 2.770 1.788
C 0.803 3.663 2.802
Cl -0.579 4.725 2.699
C 1.630 3.740 3.937
Cl 1.369 4.870 5.198
C 2.684 2.842 3.994
Cl 3.813 2.816 5.290
C 2.802 1.981 2.928
Cl 4.244 0.567 2.930
C 0.138 -2.377 -0.695
C -0.779 -1.716 -1.678
C -1.175 -2.555 -2.759
C -2.014 -2.084 -3.705
C -2.516 -0.770 -3.573
C -3.404 -0.267 -4.546
C -3.942 0.975 -4.387
C -3.629 1.711 -3.239
C -2.771 1.251 -2.256
S -2.680 2.292 -0.851
C -2.132 -0.017 -2.432
N -1.212 -0.488 -1.508
H 0.744 -3.130 -1.197
H -0.459 -2.898 0.062
H 0.787 -1.676 -0.179
H -0.804 -3.570 -2.792
H -2.333 -2.696 -4.541
H -3.658 -0.896 -5.391
H -4.620 1.387 -5.124
H -4.089 2.678 -3.082
C 4.696 -0.297 0.050
C 3.554 0.069 0.875
N 1.862 1.066 -0.487
C 1.998 1.400 -1.756
N 1.071 2.056 -2.325
C 1.233 2.250 -3.771
C 2.266 1.284 -4.371
C 3.555 1.348 -3.553
N 3.302 0.956 -2.158
C 4.025 -0.279 -1.543
H 5.118 -1.271 0.303
H 5.518 0.430 0.067
H 1.907 -0.194 1.925
H 1.659 -0.823 0.467
H 0.841 0.471 1.070
H 1.527 3.289 -3.953
H 0.253 2.104 -4.227
H 2.472 1.556 -5.408
H 1.871 0.264 -4.351
H 3.895 2.390 -3.556
H 4.352 0.724 -3.957
H 4.889 -0.402 -2.189
H 3.366 -1.141 -1.629
C -3.366 -0.296 1.059
N -2.794 -1.129 2.101
C -3.696 -2.115 2.673
C -3.343 -2.370 4.116
C -1.890 -2.777 4.165
N -1.061 -1.772 3.511
C 0.284 -1.704 4.030
C -1.513 -0.938 2.523
O -0.814 -0.050 1.989
H -4.224 0.258 1.450
H -3.694 -0.914 0.220
H -2.637 0.415 0.692
H -3.639 -3.050 2.103
H -4.713 -1.731 2.583
H -3.980 -3.147 4.538
H -3.481 -1.454 4.696
H -1.746 -3.752 3.684
H -1.552 -2.866 5.198
H 0.276 -1.383 5.076
H 0.861 -0.994 3.460
H 0.760 -2.686 3.969
```

Properties
Strongest force on any atom (eV/A): 10.49
Energy above the lowest of the compared OMol25 structures with the same formula, charge and spin (eV): 24.786
HOMO energy (eV): -6.8

[2]
DFT (ωB97M-V/def2-TZVPD) results for a structure of composition C29H33N4OsS4SbSi.

XYZ file:
```
73
C29H33N4OsS4SbSi ωB97M-V/def2-TZVPD
Os 0.048 0.007 0.058
S 1.122 4.620 -0.421
Sb 2.780 3.173 0.398
S 2.336 0.954 -0.545
S 0.935 0.690 -2.074
S 0.808 3.858 1.511
N -2.169 0.867 2.171
C -1.007 0.571 2.866
C -1.002 0.659 4.258
C 0.171 0.458 4.945
C 1.329 0.240 4.208
C 1.231 0.137 2.841
N 0.065 0.197 2.156
C -2.205 1.751 1.089
C -3.261 2.661 1.050
C -3.372 3.531 -0.011
C -2.403 3.478 -0.999
C -1.385 2.556 -0.883
N -1.272 1.678 0.129
H -2.962 0.987 2.783
H -1.922 0.901 4.773
H 0.192 0.507 6.025
H 2.296 0.147 4.681
H 2.106 -0.029 2.236
H -3.977 2.673 1.862
H -4.190 4.237 -0.060
H -2.418 4.141 -1.852
H -0.615 2.485 -1.635
C -1.847 -0.992 -0.234
Si -1.667 -2.592 0.617
C 0.004 -3.143 -0.058
N 1.068 -2.092 -0.083
C 1.977 -2.271 1.075
C 2.759 -3.583 1.119
C 3.547 -3.779 -0.172
C 2.615 -3.627 -1.370
C 1.884 -2.290 -1.315
C -1.800 -2.534 2.500
C -0.833 -3.032 3.373
C -1.023 -3.024 4.751
C -2.202 -2.530 5.286
C -3.192 -2.050 4.436
C -2.987 -2.053 3.064
C -2.840 -3.982 0.086
C -3.446 -4.862 0.985
C -4.293 -5.874 0.549
C -4.551 -6.027 -0.805
C -3.961 -5.163 -1.719
C -3.120 -4.155 -1.274
H -2.743 -0.426 0.034
H -1.937 -1.206 -1.309
H -0.249 -3.371 -1.099
H 0.376 -4.084 0.351
H 1.392 -2.137 1.982
H 2.705 -1.459 1.011
H 2.100 -4.438 1.290
H 3.429 -3.538 1.981
H 4.046 -4.750 -0.181
H 4.330 -3.015 -0.231
H 1.904 -4.457 -1.402
H 3.180 -3.662 -2.304
H 1.224 -2.160 -2.169
H 2.621 -1.487 -1.356
H 0.083 -3.455 2.978
H -0.252 -3.414 5.405
H -2.357 -2.532 6.358
H -4.127 -1.685 4.845
H -3.773 -1.686 2.411
H -3.254 -4.760 2.047
H -4.751 -6.543 1.267
H -5.211 -6.813 -1.148
H -4.162 -5.274 -2.777
H -2.680 -3.481 -2.002
```

Properties
Strongest force on any atom (eV/A): 0.93
HOMO energy (spin up / spin down) (eV): -6.0 / -6.0

[3]
DFT (ωB97M-V/def2-TZVPD) results for a structure of composition C29H33N6OPt in a non-equilibrium geometry.

XYZ file:
```
70
C29H33N6OPt ωB97M-V/def2-TZVPD
Pt -0.329 0.242 0.314
C -0.688 3.287 -0.835
N 0.286 2.215 -1.021
C 0.367 1.811 -2.424
C 1.597 2.537 -0.515
C 2.228 3.734 -0.796
C 3.481 4.016 -0.272
C 4.101 3.104 0.573
C 3.505 1.895 0.846
C 2.252 1.564 0.287
N 1.601 0.411 0.585
C 2.209 -0.634 1.256
C 3.447 -1.172 0.883
C 3.982 -2.242 1.574
C 3.317 -2.769 2.671
C 2.087 -2.251 3.053
C 1.510 -1.216 2.341
N 0.212 -0.688 2.625
C 0.254 0.576 3.361
C -0.707 -1.632 3.240
H -0.495 4.153 -1.477
H -1.682 2.904 -1.072
H -0.675 3.613 0.204
H 0.745 2.627 -3.051
H 1.036 0.957 -2.520
H -0.624 1.531 -2.778
H 1.744 4.468 -1.424
H 3.967 4.948 -0.513
H 5.054 3.341 1.020
H 3.985 1.197 1.514
H 3.951 -0.772 0.016
H 4.922 -2.666 1.259
H 3.747 -3.588 3.227
H 1.588 -2.671 3.912
H 0.522 0.419 4.414
H 0.985 1.251 2.916
H -0.727 1.050 3.318
H -0.506 -1.788 4.307
H -1.722 -1.247 3.140
H -0.647 -2.588 2.720
C -0.767 5.791 6.838
C -1.536 4.937 5.880
C -1.426 3.552 5.919
C -2.161 2.756 5.064
C -3.026 3.330 4.136
N -3.724 2.473 3.264
C -4.746 2.798 2.431
O -5.292 3.864 2.326
N -5.197 1.696 1.666
C -4.449 0.821 0.921
C -5.096 -0.163 0.159
C -4.342 -1.033 -0.599
C -2.958 -0.922 -0.597
N -2.335 0.018 0.112
C -3.055 0.867 0.848
C -3.137 4.713 4.080
C -2.400 5.498 4.948
H 0.248 5.418 6.958
H -1.249 5.773 7.816
H -0.730 6.823 6.498
H -0.764 3.093 6.638
H -2.080 1.680 5.130
H -3.557 1.489 3.425
H -6.151 1.818 1.353
H -6.173 -0.226 0.170
H -4.817 -1.792 -1.194
H -2.340 -1.593 -1.176
H -2.498 1.637 1.373
H -3.812 5.170 3.378
H -2.506 6.570 4.902
```

Properties
Strongest force on any atom (eV/A): 2.35
Net charge: +1
Energy above the lowest of the compared OMol25 structures with the same formula, charge and spin (eV): 1.050
HOMO energy (spin up / spin down) (eV): -9.7 / -9.7